Record 1
2 unconnected molecules or ions with the total composition CH3N2O2S in a non-equilibrium geometry. Source: the Open Molecules 2025 dataset; level of theory: ωB97M-V/def2-TZVPD.

The geometry in XYZ format:
```
9
Properties=species:S:1:pos:R:3:lowdin_charge:R:1
C -2.38 -2.10 1.13 -0.531
N 0.35 -0.93 -0.60 -0.225
N -0.97 -0.38 -0.62 -0.753
O -3.38 -1.99 0.60 0.175
O -1.57 -2.05 1.95 0.148
S -1.26 0.99 0.23 0.359
H 0.92 -0.90 0.31 0.040
H 0.80 -0.30 -1.22 -0.023
H -0.89 2.12 -0.75 -0.189
```

Output
Charge = -1
F_max = 3.41 eV/A
Orbital gap = 6.351 eV

***

Record 2
A molecular structure, C17H21LiNP2Se3Te. Source: the Open Molecules 2025 dataset; level of theory: ωB97M-V/def2-TZVPD.

The geometry in XYZ format:
```
46
Properties=species:S:1:pos:R:3:lowdin_charge:R:1
Li 0.92 -1.00 -1.77 0.189
C -2.43 -2.99 -1.55 -0.315
P -1.61 -1.66 -0.60 0.834
C -2.24 -2.06 1.09 -0.296
C -2.68 -0.21 -0.98 -0.388
C -4.06 -0.32 -1.00 -0.106
C -4.87 0.76 -1.29 -0.097
C -4.29 1.99 -1.56 -0.094
C -2.91 2.12 -1.53 -0.094
C -2.08 1.03 -1.24 -0.372
P -0.23 1.19 -1.21 0.779
C 0.03 2.80 -2.02 -0.326
C 0.00 1.63 0.55 -0.286
H -2.34 -2.75 -2.61 -0.010
H -3.48 -3.13 -1.29 0.026
H -1.89 -3.92 -1.37 0.038
H -3.33 -2.18 1.12 0.028
H -1.95 -1.27 1.79 0.024
H -1.78 -2.99 1.43 0.029
H -4.53 -1.28 -0.80 0.088
H -5.95 0.65 -1.31 0.096
H -4.90 2.85 -1.80 0.097
H -2.47 3.08 -1.75 0.083
H -0.44 3.63 -1.49 0.033
H -0.34 2.75 -3.05 0.036
H 1.11 2.95 -2.06 -0.044
H -0.61 2.49 0.85 0.039
H 1.06 1.86 0.69 0.003
H -0.26 0.78 1.18 0.020
Se 3.42 1.60 -1.36 -0.205
Se 3.59 -0.12 -2.95 -0.353
Te 1.66 0.06 -4.58 0.107
Se 0.10 -1.80 -3.94 -0.429
N 1.94 -1.59 -0.09 0.129
C 2.54 -1.18 0.80 -0.175
C 3.29 -0.78 1.95 -0.216
C 2.88 -1.21 3.21 -0.035
C 3.60 -0.84 4.33 -0.089
C 4.73 -0.03 4.19 -0.089
C 5.13 0.40 2.93 -0.069
C 4.42 0.03 1.80 -0.037
H 2.00 -1.84 3.30 0.115
H 3.29 -1.17 5.31 0.099
H 5.29 0.26 5.07 0.099
H 6.00 1.03 2.83 0.105
H 4.67 0.39 0.81 0.030
```

Output
Charge = -1
F_max = 0.17 eV/A
Orbital gap = 5.565 eV

***

Record 3
2 unconnected molecules or ions with the total composition C5H11N4 in a non-equilibrium geometry. Source: the Open Molecules 2025 dataset; level of theory: ωB97M-V/def2-TZVPD.

The geometry in XYZ format:
```
20
Properties=species:S:1:pos:R:3:lowdin_charge:R:1
C 2.42 1.53 -0.25 0.000
C 2.60 0.19 -0.56 -0.017
C 0.54 0.45 0.04 -0.078
C 1.21 -1.85 -0.61 -0.035
C -1.81 0.59 1.35 -0.113
N 1.09 1.66 0.06 0.102
N 1.41 -0.46 -0.39 -0.127
N -2.29 0.82 -0.87 0.129
N -1.45 1.08 0.09 -0.149
H 3.09 2.25 -0.17 0.076
H 3.52 -0.39 -0.69 0.146
H 1.66 -2.27 -1.53 0.100
H 1.84 -2.37 0.19 0.122
H 0.12 -2.26 -0.66 0.134
H -2.45 -0.33 1.27 0.107
H -0.81 0.64 1.81 0.088
H -2.52 1.38 1.76 0.127
H 0.45 2.34 0.37 0.140
H -2.81 -0.03 -0.73 0.125
H -2.07 1.30 -1.70 0.124
```

Output
Charge = +1
F_max = 5.01 eV/A
Orbital gap (alpha / beta) = 8.693 / 8.694 eV

***

Record 4
C2Cl3NS2 in the gas phase in a non-equilibrium geometry. Source: the Open Molecules 2025 dataset; level of theory: ωB97M-V/def2-TZVPD.

The geometry in XYZ format:
```
8
Properties=species:S:1:pos:R:3:lowdin_charge:R:1
N -3.33 -1.24 -0.21 0.102
C -2.52 -0.43 -0.20 -0.728
S -1.48 0.87 -0.02 0.535
S 0.25 0.48 -1.29 0.455
C 1.51 0.12 0.14 -1.954
Cl 0.60 -0.35 1.61 0.497
Cl 2.45 1.65 0.38 0.487
Cl 2.52 -1.11 -0.41 0.605
```

Output
F_max = 2.68 eV/A
SMILES = N#CSSC(Cl)(Cl)Cl
Orbital gap = 8.896 eV

***

Record 5
A molecular structure, C23H23GaN5O3S2 in a non-equilibrium geometry. Source: the Open Molecules 2025 dataset; level of theory: ωB97M-V/def2-TZVPD.

The geometry in XYZ format:
```
57
Properties=species:S:1:pos:R:3:lowdin_charge:R:1
Ga -0.02 -0.42 -0.93 0.342
O -2.44 -0.95 2.32 -0.273
S -1.31 -1.28 1.47 0.663
O -1.48 -2.04 0.23 -0.374
N -0.48 0.05 0.92 -0.135
C -0.85 1.35 1.26 -0.228
C -1.40 1.83 2.47 -0.006
C -1.69 3.20 2.60 -0.057
C -1.40 4.11 1.60 -0.037
C -0.83 3.71 0.36 -0.135
C -0.53 4.57 -0.74 0.023
C -0.13 4.02 -1.94 -0.029
C -0.02 2.63 -2.05 -0.099
N -0.18 1.78 -1.03 0.067
C -0.56 2.30 0.18 -0.120
C -0.08 -2.15 2.41 -0.315
C 0.56 -1.49 3.44 -0.059
C 1.56 -2.15 4.15 -0.060
C 1.92 -3.46 3.83 -0.056
C 1.26 -4.10 2.78 -0.066
C 0.22 -3.48 2.11 -0.108
H -1.66 1.13 3.28 0.111
H -2.17 3.55 3.52 0.119
H -1.56 5.18 1.77 0.117
H -0.68 5.65 -0.62 0.130
H 0.10 4.64 -2.82 0.121
H 0.20 2.17 -3.01 0.114
H 0.31 -0.45 3.70 0.120
H 2.08 -1.61 4.95 0.115
H 2.70 -3.97 4.40 0.115
H 1.54 -5.14 2.53 0.122
H -0.36 -3.99 1.31 0.126
C 6.13 -0.46 -1.60 -0.027
C 4.67 -0.34 -1.89 -0.281
C 4.11 0.63 -2.76 0.007
C 2.73 0.74 -2.78 -0.090
N 1.96 -0.10 -2.05 -0.015
C 2.58 -1.12 -1.40 -0.713
S 1.40 -2.20 -0.63 0.835
N 3.90 -1.25 -1.24 0.123
H 6.68 -0.86 -2.46 0.096
H 6.25 -1.17 -0.76 0.090
H 6.57 0.50 -1.31 0.090
H 4.75 1.29 -3.36 0.124
H 2.20 1.42 -3.43 0.108
C -4.89 -1.89 -2.00 0.002
N -3.73 -1.01 -1.69 -0.113
C -3.89 -0.11 -0.50 0.020
C -2.58 -1.09 -2.34 -0.209
O -1.54 -0.37 -2.16 -0.042
H -5.79 -1.27 -2.15 0.102
H -5.06 -2.61 -1.19 0.103
H -4.71 -2.46 -2.92 0.099
H -4.88 0.36 -0.58 0.107
H -3.12 0.66 -0.50 0.089
H -3.80 -0.67 0.44 0.076
H -2.54 -1.82 -3.17 0.169
```

Output
Charge = +1
F_max = 1.51 eV/A
Orbital gap = 7.709 eV

***

Record 6
A molecular structure, C13H12F5NOS3W. Source: the Open Molecules 2025 dataset; level of theory: ωB97M-V/def2-TZVPD.

The geometry in XYZ format:
```
36
Properties=species:S:1:pos:R:3:lowdin_charge:R:1
W -0.47 -0.33 0.60 1.196
C -2.36 2.28 -0.02 -0.437
C -1.28 3.04 0.76 -0.416
S 0.14 2.04 1.36 0.901
C 1.53 2.68 0.35 -0.430
C 2.38 1.57 -0.24 -0.449
S 1.48 0.20 -1.00 0.901
C 0.62 0.86 -2.46 -0.432
C -0.60 1.72 -2.18 -0.414
S -1.77 0.89 -1.05 0.900
H -2.91 2.96 -0.67 0.112
H -3.08 1.82 0.65 0.079
H -1.73 3.50 1.64 0.102
H -0.85 3.85 0.17 0.089
H 2.14 3.29 1.02 0.106
H 1.12 3.33 -0.41 0.080
H 2.98 1.08 0.53 0.099
H 3.08 1.98 -0.97 0.112
H 0.36 -0.03 -3.03 0.097
H 1.35 1.42 -3.06 0.114
H -1.15 1.90 -3.11 0.111
H -0.34 2.68 -1.75 0.072
O -3.80 -0.56 3.29 0.270
C -2.90 -0.49 2.58 -0.345
N -1.96 -0.42 1.81 -0.096
F 0.73 -1.54 2.28 -0.002
C 0.71 -2.61 1.39 -0.219
C 0.14 -2.25 0.18 -0.246
C 0.10 -3.22 -0.81 -0.214
F -0.39 -2.92 -2.01 0.122
C 0.58 -4.50 -0.56 -0.120
F 0.53 -5.44 -1.48 0.183
C 1.12 -4.81 0.69 -0.091
F 1.57 -6.01 0.92 0.210
C 1.20 -3.85 1.71 -0.130
F 1.73 -4.14 2.88 0.183
```

Output
Charge = +2
Spin multiplicity = 3
F_max = 0.46 eV/A
⟨S²⟩ = 2.017
Orbital gap (alpha / beta) = 6.852 / 7.303 eV

***

Record 7
A molecular structure, C45H38Cl5GeN2ReS. Source: the Open Molecules 2025 dataset; level of theory: ωB97M-V/def2-TZVPD.

The geometry in XYZ format:
```
93
Properties=species:S:1:pos:R:3:lowdin_charge:R:1
Re 0.14 0.81 -0.04 1.144
C 3.44 -3.07 0.75 -0.049
C 2.66 -1.76 0.85 -0.396
C 2.20 -1.50 2.28 -0.056
C 1.50 -1.74 -0.12 -0.243
C 1.47 -0.83 -1.21 -0.188
C 0.39 -0.87 -2.11 -0.100
C -0.60 -1.86 -2.04 -0.284
C -1.64 -1.96 -3.11 -0.032
C -0.54 -2.75 -0.98 -0.027
C 0.47 -2.67 -0.03 -0.026
H 4.31 -3.05 1.40 0.087
H 3.78 -3.26 -0.27 0.089
H 2.81 -3.92 1.05 0.083
H 3.34 -0.95 0.56 0.110
H 1.53 -2.29 2.62 0.084
H 1.69 -0.54 2.38 0.048
H 3.06 -1.48 2.96 0.093
H 2.36 -0.27 -1.46 0.105
H 0.41 -0.20 -2.97 0.124
H -2.51 -2.51 -2.77 0.083
H -1.24 -2.47 -3.99 0.096
H -1.96 -0.97 -3.45 0.082
H -1.30 -3.53 -0.90 0.127
H 0.48 -3.38 0.79 0.126
Cl 2.39 1.78 0.51 0.797
C 1.44 2.26 1.92 -0.641
C 0.12 1.89 1.74 -0.357
C -0.74 2.28 2.77 -0.667
Cl -2.44 2.02 2.61 0.759
C -0.26 2.97 3.89 -0.702
Cl -1.36 3.51 5.10 0.715
C 1.10 3.27 4.02 -0.705
Cl 1.67 4.14 5.37 0.733
C 1.99 2.90 3.01 -0.710
Cl 3.66 3.24 3.09 0.747
C -0.52 2.08 -1.17 -0.349
Ge -0.90 4.03 -1.04 0.958
C -2.76 4.26 -0.52 -0.282
C -3.62 3.18 -0.35 -0.145
C -4.96 3.38 -0.03 -0.085
C -5.45 4.67 0.12 -0.077
C -4.60 5.75 -0.06 -0.072
C -3.27 5.55 -0.38 -0.102
C -0.65 4.69 -2.85 -0.278
C 0.18 5.77 -3.15 -0.101
C 0.30 6.22 -4.46 -0.077
C -0.40 5.60 -5.48 -0.080
C -1.23 4.53 -5.19 -0.083
C -1.36 4.08 -3.88 -0.119
C 0.29 4.91 0.21 -0.284
C 1.64 5.08 -0.10 -0.142
C 2.49 5.74 0.78 -0.090
C 2.00 6.25 1.98 -0.088
C 0.66 6.09 2.30 -0.080
C -0.19 5.42 1.42 -0.101
H -0.75 1.69 -2.18 0.005
H -3.24 2.17 -0.44 0.051
H -5.62 2.53 0.10 0.103
H -6.49 4.83 0.37 0.107
H -4.98 6.76 0.05 0.108
H -2.62 6.41 -0.52 0.110
H 0.73 6.27 -2.36 0.091
H 0.95 7.07 -4.68 0.107
H -0.30 5.95 -6.49 0.106
H -1.79 4.05 -5.98 0.105
H -2.04 3.26 -3.67 0.095
H 2.03 4.71 -1.04 0.102
H 3.54 5.87 0.52 0.110
H 2.66 6.76 2.66 0.111
H 0.27 6.48 3.23 0.111
H -1.24 5.31 1.68 0.103
S -5.29 -2.63 1.71 1.057
C -3.83 -1.75 1.29 -0.491
C -2.67 -1.70 2.06 -0.036
C -1.61 -0.95 1.62 -0.152
N -1.61 -0.27 0.46 -0.109
C -2.71 -0.35 -0.29 -0.138
C -3.83 -1.05 0.09 -0.064
C -4.88 -3.27 3.33 -0.545
C -5.11 -2.50 4.46 -0.075
C -4.78 -3.05 5.69 -0.124
N -4.28 -4.27 5.84 0.076
C -4.09 -5.00 4.75 -0.128
C -4.37 -4.54 3.46 -0.078
H -2.60 -2.21 3.01 0.117
H -0.72 -0.87 2.23 0.111
H -2.68 0.18 -1.23 0.108
H -4.70 -1.05 -0.56 0.120
H -5.52 -1.50 4.39 0.113
H -4.94 -2.48 6.60 0.113
H -3.69 -6.00 4.89 0.113
H -4.20 -5.17 2.60 0.110
```

Output
Charge = +1
Spin multiplicity = 2
F_max = 0.33 eV/A
⟨S²⟩ = 0.771
Orbital gap (alpha / beta) = 7.185 / 6.957 eV

***

Record 8
A molecular structure, C25H44BiCl3N4O3SeSi in a non-equilibrium geometry. Source: the Open Molecules 2025 dataset; level of theory: ωB97M-V/def2-TZVPD.

The geometry in XYZ format:
```
82
Properties=species:S:1:pos:R:3:lowdin_charge:R:1
C 4.33 -0.26 -0.95 -0.044
C 3.67 0.94 -1.55 -0.223
H 5.14 -0.62 -1.59 0.061
H 3.55 -1.04 -0.85 0.038
H 4.71 -0.05 0.05 0.093
C 4.05 1.54 -2.70 -0.110
C 5.22 1.12 -3.54 -0.101
H 3.47 2.36 -3.12 0.093
H 5.58 0.11 -3.31 0.059
H 6.07 1.81 -3.41 0.077
H 4.95 1.16 -4.61 0.070
Bi -0.46 0.04 0.21 1.288
Cl 0.77 0.79 2.35 -0.137
Cl -0.55 -2.48 0.32 -0.027
H -5.56 -0.92 3.48 0.094
H -4.06 -1.73 5.49 0.095
C -4.89 -1.52 2.86 -0.030
C -3.43 -2.22 4.74 -0.042
N -3.56 -1.56 3.45 -0.177
H -4.84 -1.11 1.85 0.070
C -2.51 -0.94 2.87 -0.303
O -2.62 -0.32 1.78 -0.204
H -2.39 -2.19 5.05 0.086
H -1.56 -1.04 3.43 0.124
H -5.30 -2.54 2.82 0.096
H -3.77 -3.27 4.66 0.095
H 1.84 -1.38 -2.77 0.088
H 1.77 0.93 -4.54 0.077
C 0.96 -1.63 -3.40 -0.017
C 0.90 0.36 -4.90 -0.046
N 0.30 -0.40 -3.82 -0.172
H 0.26 -2.26 -2.84 0.083
C -0.81 0.05 -3.21 -0.341
O -1.36 -0.49 -2.23 -0.205
H 0.16 1.05 -5.32 0.092
H -1.23 0.98 -3.66 0.139
H 1.31 -2.14 -4.32 0.090
H 1.24 -0.34 -5.68 0.090
O 1.50 0.27 -0.92 -0.442
C 2.40 1.31 -0.78 -0.428
C 1.23 2.96 -2.39 -0.130
C 1.90 2.72 -1.18 -0.214
H 0.91 2.08 -2.98 0.087
C 0.97 4.27 -2.79 -0.107
H 2.65 1.39 0.29 0.096
C 2.18 3.78 -0.33 -0.042
H 0.43 4.44 -3.73 0.104
C 1.37 5.34 -1.99 -0.097
C 1.95 5.09 -0.74 -0.085
H 2.61 3.56 0.66 0.120
H 1.17 6.37 -2.30 0.099
H 2.20 5.93 -0.08 0.101
Si 1.35 -4.76 1.60 0.130
Cl 2.50 -3.23 0.64 0.253
C 0.10 -5.56 0.47 -0.254
C 0.69 -3.94 3.17 -0.237
C 2.43 -6.23 2.12 -0.223
H -0.27 -4.90 -0.31 -0.038
H -0.78 -5.87 1.05 0.035
H 0.48 -6.46 -0.02 0.029
H 2.70 -6.87 1.27 0.025
H 1.85 -6.86 2.82 0.032
H 3.34 -5.93 2.64 0.024
H 0.22 -2.99 2.89 -0.033
H 1.49 -3.73 3.89 0.036
H -0.06 -4.55 3.69 0.029
C -4.55 1.27 -0.34 -0.030
N -3.97 2.08 0.72 -0.128
C -4.50 2.26 1.98 -0.051
C -3.59 2.97 2.70 -0.041
N -2.51 3.21 1.87 -0.126
C -1.28 3.86 2.27 -0.050
C -2.73 2.67 0.63 -0.717
Se -1.62 2.79 -0.82 0.692
H -3.85 1.26 -1.18 0.047
H -5.50 1.71 -0.66 0.097
H -4.73 0.25 0.01 0.084
H -5.47 1.89 2.27 0.120
H -3.59 3.34 3.71 0.123
H -1.53 4.68 2.95 0.095
H -0.61 3.14 2.77 0.045
H -0.78 4.25 1.37 0.053
```

Output
F_max = 1.97 eV/A
Orbital gap = 7.712 eV

***

Record 9
C19H32N4O2 in the gas phase. Source: the Open Molecules 2025 dataset; level of theory: ωB97M-V/def2-TZVPD.

The geometry in XYZ format:
```
57
Properties=species:S:1:pos:R:3:lowdin_charge:R:1
C -3.29 -1.61 -0.84 -0.052
C -3.26 -0.11 -0.51 -0.520
C -3.78 0.69 -1.71 -0.039
C -4.17 0.15 0.71 -0.232
O -4.34 1.51 1.01 -0.071
C -1.80 0.27 -0.17 -0.143
N -1.66 1.64 0.32 -0.186
C -0.88 1.76 1.53 -0.171
C 0.61 1.42 1.34 -0.089
C 1.04 1.80 -0.09 -0.256
N 2.46 2.05 -0.13 -0.051
N 2.94 3.29 -0.20 0.082
C 4.25 3.20 -0.14 -0.149
C 4.65 1.87 -0.03 -0.013
C 3.47 1.15 -0.03 -0.236
N 3.31 -0.23 0.12 0.163
C 2.51 -1.06 -0.61 -0.433
O 1.78 -0.66 -1.50 0.079
C 2.61 -2.51 -0.18 -0.218
C 2.18 -2.68 1.30 -0.141
C 0.98 -3.63 1.28 -0.182
C 0.40 -3.47 -0.12 -0.184
C 1.65 -3.39 -0.99 -0.147
C 0.25 3.02 -0.55 -0.118
C -1.23 2.62 -0.67 -0.156
H -2.62 -1.82 -1.67 0.085
H -2.98 -2.20 0.02 0.079
H -4.29 -1.91 -1.12 0.084
H -4.77 0.33 -1.99 0.088
H -3.12 0.56 -2.57 0.085
H -3.85 1.74 -1.46 0.078
H -5.17 -0.25 0.51 0.126
H -3.76 -0.39 1.58 0.123
H -3.45 1.90 0.95 0.057
H -1.47 -0.41 0.62 0.123
H -1.18 0.08 -1.05 0.128
H -1.32 1.12 2.30 0.125
H -0.98 2.80 1.87 0.127
H 0.77 0.35 1.50 0.092
H 1.21 1.97 2.06 0.126
H 0.84 0.98 -0.78 0.116
H 4.86 4.08 -0.19 0.097
H 5.65 1.48 0.04 0.093
H 4.00 -0.66 0.71 0.156
H 3.65 -2.82 -0.32 0.146
H 1.89 -1.71 1.72 0.096
H 2.99 -3.08 1.91 0.110
H 1.31 -4.66 1.43 0.111
H 0.26 -3.39 2.07 0.107
H -0.15 -2.53 -0.20 0.096
H -0.25 -4.29 -0.40 0.112
H 2.08 -4.38 -1.13 0.118
H 1.46 -2.95 -1.97 0.111
H 0.39 3.83 0.17 0.112
H 0.63 3.37 -1.51 0.119
H -1.42 2.22 -1.67 0.116
H -1.85 3.52 -0.56 0.124
```

Output
F_max = 0.83 eV/A
SMILES = CC(C)(CO)CN1CCC(n2nccc2NC(=O)C2CCCC2)CC1
Orbital gap = 9.028 eV

***

Record 10
A molecular structure, H17HgO9 in a non-equilibrium geometry. Source: the Open Molecules 2025 dataset; level of theory: ωB97M-V/def2-TZVPD.

The geometry in XYZ format:
```
27
Properties=species:S:1:pos:R:3:lowdin_charge:R:1
Hg -19.12 6.90 -11.64 1.476
O -20.04 4.84 -11.66 -0.354
H -19.29 4.34 -11.62 -0.072
O -17.63 3.39 -8.73 -0.042
H -18.12 3.77 -9.43 -0.053
H -16.82 2.94 -9.05 0.063
O -20.85 2.25 -11.50 -0.036
H -20.51 3.13 -11.75 -0.029
H -21.83 2.37 -11.64 0.085
O -20.15 5.04 -9.13 -0.076
H -20.33 4.38 -8.46 0.062
H -20.37 4.72 -10.04 -0.040
O -21.58 4.44 -13.80 -0.026
H -21.17 4.97 -14.48 0.044
H -21.07 4.65 -13.01 -0.049
O -18.97 3.31 -14.21 0.012
H -19.70 3.87 -14.13 -0.038
H -19.38 2.53 -14.49 0.051
O -22.49 5.25 -11.02 -0.016
H -21.62 5.09 -11.31 -0.094
H -22.67 4.74 -10.25 0.041
O -17.13 5.72 -11.18 -0.097
H -16.77 5.77 -10.28 0.106
H -16.35 5.76 -11.76 0.108
O -17.52 3.01 -11.70 -0.016
H -16.93 3.76 -11.60 -0.002
H -17.84 3.27 -12.55 -0.006
```

Output
Charge = +1
F_max = 5.04 eV/A
Orbital gap = 4.811 eV

***

Record 11
A gas-phase ion, C6H13N (charge -1) in a non-equilibrium geometry. Source: the Open Molecules 2025 dataset; level of theory: ωB97M-V/def2-TZVPD.

The geometry in XYZ format:
```
20
Properties=species:S:1:pos:R:3:lowdin_charge:R:1
C -0.76 0.76 -2.34 -0.160
C -1.47 -0.17 -1.36 -0.323
C -1.63 0.49 0.03 -0.314
C -0.29 0.75 0.69 -0.265
C 0.18 -0.02 1.84 -0.325
N 1.24 -1.11 1.89 -0.166
C 2.43 -0.70 1.13 -0.221
H 0.15 1.04 -1.79 0.047
H -0.48 0.30 -3.30 0.048
H -1.30 1.68 -2.56 0.055
H -0.87 -1.07 -1.24 0.085
H -2.45 -0.48 -1.76 0.079
H -2.13 -0.28 0.65 0.080
H -2.33 1.34 -0.06 0.070
H 0.76 1.14 1.06 0.076
H -0.13 0.21 2.88 0.036
H 0.81 -1.90 1.40 0.052
H 2.95 -1.64 0.86 0.052
H 3.11 -0.16 1.80 0.053
H 2.22 -0.16 0.21 0.041
```

Output
Charge = -1
Spin multiplicity = 2
F_max = 3.15 eV/A
⟨S²⟩ = 0.761
Orbital gap (alpha / beta) = 5.198 / 5.283 eV